No. 1
Formula: Cl5HOSi2
Source: OMol25
Level of theory: the ωB97M-V functional and the def2-TZVPD basis

Results
**HOMO energy**: -11.22 eV
**Structure (SMILES)**: Cl[SiH](Cl)Cl.O=[Si](Cl)Cl
**Calculated total energy**: -2956.03654 Eh
**Total charge**: 0
**Relative energy (zero: lowest compared OMol25 entry of this formula, charge and spin)**: 180.6 kJ/mol

Each line ends with the natural charge from an NBO analysis.
Atoms and positions in Å:
Cl -0.364 3.803 0.056  -0.329
Si -0.473 1.855 -0.489  1.196
Cl 1.369 1.241 -1.019  -0.341
Cl -1.765 1.430 -2.030  -0.378
H -1.240 0.954 0.411  -0.147
O 1.376 -1.087 1.815  -1.140
Si 2.356 -2.046 1.211  1.817
Cl 4.273 -1.587 0.769  -0.352
Cl 2.226 -3.991 0.922  -0.326


No. 2
Formula: C49H62ClIrN3O4PS3
Source: OMol25
Level of theory: the ωB97M-V functional and the def2-TZVPD basis

Results
**HOMO energy (alpha / beta)**: -4.17 / -4.07 eV
**Calculated total energy**: -4470.13193 Eh
**Total charge**: -1
**Relative energy (zero: lowest compared OMol25 entry of this formula, charge and spin)**: 59.0 kJ/mol
**2S+1**: 2

Each line ends with the Löwdin charge.
Atoms and positions in Å:
Ir -0.247 0.671 0.354  0.915
C -1.853 -3.174 2.292  -0.065
C -1.148 -2.342 1.213  -0.377
C -1.998 -2.299 -0.063  -0.078
C 0.257 -2.868 0.920  -0.137
C 0.379 -4.231 0.678  -0.061
C 1.614 -4.813 0.476  -0.085
C 2.729 -4.004 0.469  -0.069
C 2.673 -2.620 0.675  -0.122
C 4.063 -1.946 0.517  -0.364
C 4.900 -2.015 1.807  -0.063
C 4.152 -0.560 -0.127  -0.069
C 1.412 -2.063 0.942  -0.134
N 1.226 -0.669 1.276  -0.024
C 2.096 -0.087 1.964  -0.143
C 1.963 1.245 2.516  -0.174
C 3.122 1.915 2.929  -0.071
C 3.056 3.128 3.565  -0.106
C 1.787 3.671 3.839  -0.076
C 0.641 3.001 3.500  -0.013
C 0.679 1.767 2.800  -0.284
N -0.466 1.085 2.456  -0.088
C -1.491 1.080 3.446  -0.163
C -1.220 0.496 4.707  -0.132
C -2.146 0.623 5.741  -0.054
C -3.362 1.259 5.548  -0.093
C -3.674 1.732 4.284  -0.055
C -2.769 1.648 3.229  -0.136
C -3.168 2.192 1.876  -0.398
C -4.437 1.512 1.353  -0.060
C -3.302 3.717 1.884  -0.042
C 0.029 -0.339 4.944  -0.360
C 1.069 0.381 5.813  -0.048
C -0.312 -1.695 5.576  -0.072
H -2.737 -2.640 2.653  0.081
H -1.193 -3.359 3.142  0.067
H -2.180 -4.144 1.903  0.071
H -1.067 -1.331 1.597  0.076
H -1.989 -3.271 -0.572  0.082
H -1.620 -1.548 -0.764  -0.003
H -3.033 -2.038 0.184  0.081
H -0.514 -4.847 0.665  0.111
H 1.708 -5.881 0.319  0.101
H 3.701 -4.453 0.282  0.113
H 4.575 -2.607 -0.181  0.111
H 4.604 -1.273 2.553  0.061
H 5.953 -1.832 1.571  0.080
H 4.821 -3.002 2.271  0.080
H 3.741 0.248 0.479  0.056
H 5.208 -0.331 -0.312  0.087
H 3.621 -0.528 -1.078  0.022
H 2.976 -0.649 2.281  0.108
H 4.093 1.471 2.709  0.114
H 3.959 3.656 3.845  0.095
H 1.710 4.641 4.319  0.104
H -0.332 3.422 3.725  0.122
H -1.915 0.205 6.717  0.103
H -4.060 1.372 6.371  0.092
H -4.639 2.205 4.117  0.105
H -2.350 1.951 1.224  0.043
H -5.304 1.745 1.980  0.071
H -4.314 0.423 1.336  0.080
H -4.663 1.843 0.332  0.072
H -3.637 4.082 0.906  0.079
H -2.333 4.184 2.084  0.080
H -4.021 4.047 2.642  0.073
H 0.468 -0.532 3.965  0.108
H 0.648 0.608 6.799  0.079
H 1.394 1.320 5.358  0.059
H 1.956 -0.249 5.955  0.079
H -0.606 -1.584 6.625  0.069
H 0.560 -2.358 5.541  0.079
H -1.134 -2.180 5.048  0.062
C -0.156 -4.131 -6.219  -0.085
C -0.687 -3.082 -5.267  -0.325
O -0.504 -3.532 -3.909  -0.427
P 0.568 -2.897 -2.851  0.674
S 1.013 0.259 -1.653  0.116
S -0.104 -0.886 -2.986  0.189
O 1.887 -2.863 -3.844  -0.410
C 3.190 -2.845 -3.253  -0.329
C 4.037 -1.828 -3.976  -0.078
H -0.370 -3.832 -7.250  0.073
H -0.626 -5.100 -6.030  0.075
H 0.923 -4.236 -6.097  0.069
H -1.757 -2.928 -5.408  0.107
H -0.181 -2.130 -5.420  0.080
H 3.624 -3.846 -3.332  0.113
H 3.119 -2.595 -2.193  0.071
H 4.124 -2.083 -5.034  0.073
H 5.042 -1.798 -3.538  0.076
H 3.589 -0.835 -3.890  0.076
Cl 3.221 4.719 -0.831  0.518
C 2.121 3.496 -0.087  -0.481
C 0.658 3.917 0.045  -0.737
O 0.314 5.093 -0.107  -0.031
O -0.093 2.933 0.358  -0.182
H 2.508 3.304 0.909  0.041
H 2.184 2.588 -0.681  0.023
N -1.888 1.324 -1.075  -0.423
S -2.226 2.250 -2.336  1.075
C -0.823 2.652 -3.355  -0.407
C -0.217 3.862 -3.033  -0.079
C 0.833 4.323 -3.812  -0.067
C 1.255 3.589 -4.913  -0.075
C 0.618 2.399 -5.246  -0.072
C -0.434 1.928 -4.474  -0.142
C -3.111 1.162 -3.463  -0.404
C -3.634 1.675 -4.641  -0.095
C -4.354 0.841 -5.487  -0.086
C -4.556 -0.492 -5.141  -0.096
C -4.051 -0.983 -3.950  -0.072
C -3.328 -0.149 -3.095  -0.106
H -2.423 1.800 -0.353  -0.057
H -0.559 4.444 -2.180  0.100
H 1.310 5.259 -3.554  0.104
H 2.077 3.951 -5.521  0.101
H 0.934 1.834 -6.115  0.104
H -0.925 1.004 -4.741  0.070
H -3.460 2.714 -4.907  0.117
H -4.753 1.229 -6.416  0.099
H -5.116 -1.143 -5.804  0.099
H -4.212 -2.019 -3.675  0.107
H -2.910 -0.501 -2.156  0.062


No. 3
Formula: C2H7NOS
Source: OMol25
Level of theory: the ωB97M-V functional and the def2-TZVPD basis

Results
**HOMO energy**: -9.42 eV
**Structure (SMILES)**: NC=O.CS
**Calculated total energy**: -608.56555 Eh
**Total charge**: 0
**Relative energy (zero: lowest compared OMol25 entry of this formula, charge and spin)**: 83.0 kJ/mol

Each line ends with the natural charge from an NBO analysis.
Atoms and positions in Å:
N 1.085 -1.600 0.470  -0.827
C 1.427 -2.541 1.373  0.507
O 2.578 -2.903 1.552  -0.611
H 0.165 -1.359 0.141  0.405
H 1.881 -1.226 -0.032  0.399
H 0.722 -2.918 2.109  0.126
C -0.944 2.157 -1.229  -0.767
S -2.154 1.292 -0.254  -0.054
H -1.285 3.112 -1.598  0.234
H 0.060 2.170 -0.813  0.217
H -0.656 1.611 -2.142  0.232
H -2.879 2.204 0.422  0.139